Entry 1
Here is a structure of composition C2H3N4 from the Open Molecules 2025 dataset. Energies are from ωB97M-V with the def2-TZVPD basis set.

Last column: Mulliken charge in e.
CARTESIAN COORDINATES (ANGSTROEM)
C (1.1930, -1.5074, -0.5705)  0.347
C (0.9503, 0.2277, 0.3720)  -0.002
N (1.8971, -0.6882, 0.0295)  -0.215
N (-0.2707, -1.0733, -1.0722)  -0.453
N (-0.2371, -0.1328, -0.2387)  0.884
N (-1.2804, 0.6919, -0.0454)  -0.583
H (1.1401, 0.7307, 1.3021)  0.347
H (-2.1946, 0.4819, -0.6376)  0.361
H (-1.1978, 1.2696, 0.8607)  0.313

Values from the calculation:
HOMO-LUMO gap (alpha / beta) = 0.31190 / 0.27394 Eh
LUMO energy (alpha / beta) = -0.26006 / -0.30570 hartree
Net charge = +1
Spin multiplicity = 1

***

Entry 2
Here is a cluster of 2 separate species, C2H3N4 in total from the Open Molecules 2025 dataset. Energies are from ωB97M-V with the def2-TZVPD basis set.

Last column: Mulliken charge in e.
CARTESIAN COORDINATES (ANGSTROEM)
C (1.4570, 0.6347, -0.6182)  0.076
C (3.1280, -0.6741, 0.4918)  0.061
N (2.4380, 0.0447, -0.1565)  0.066
N (-1.6067, -0.6810, 0.5358)  -0.497
N (-2.6445, -0.3640, 0.2290)  0.863
N (-3.6030, 0.0698, -0.2885)  -0.652
H (3.9658, -0.9275, 0.8939)  0.440
H (1.4619, 1.6787, -0.8839)  0.341
H (-4.5964, 0.2187, -0.2035)  0.303

Values from the calculation:
HOMO-LUMO gap (alpha / beta) = 0.16668 / 0.16562 Eh
LUMO energy (alpha / beta) = -0.30449 / -0.30582 hartree
Net charge = +1
Spin multiplicity = 1

***

Relative energy of each structure, in kJ/mol: entry 1 0.0; entry 2 122.0.